# C23H27N3O5ReS

A structure of composition C23H27N3O5ReS (ωB97M-V/def2-TZVPD, the OMol25 dataset).

XYZ file:
```
60
Properties=species:S:1:pos:R:3
Re 0.989 -0.568 0.366
C 3.963 -0.889 -0.349
C 3.800 0.435 0.375
N 2.678 0.389 1.369
C 3.014 -0.113 2.731
C 3.173 -1.617 2.751
S 1.776 -2.371 1.850
C 2.630 -3.445 0.626
C 2.568 -2.888 -0.794
N 2.642 -1.403 -0.807
H 4.641 -0.762 -1.194
H 4.413 -1.635 0.300
H 4.731 0.716 0.873
H 3.543 1.222 -0.333
H 2.388 1.357 1.488
H 3.924 0.374 3.088
H 2.191 0.186 3.380
H 4.111 -1.946 2.310
H 3.137 -1.989 3.774
H 3.648 -3.596 0.980
H 2.129 -4.410 0.667
H 3.379 -3.322 -1.385
H 1.625 -3.157 -1.267
H 2.473 -1.093 -1.762
C -2.464 1.448 -5.176
O -3.367 0.762 -4.303
C -2.897 0.144 -3.234
C -3.869 -0.527 -2.451
C -3.484 -1.211 -1.344
C -2.124 -1.246 -0.932
C -1.671 -2.055 0.130
C -2.528 -3.035 0.857
O -0.471 -2.008 0.562
C -1.175 -0.534 -1.707
O 0.119 -0.503 -1.380
C -1.554 0.136 -2.861
H -3.078 1.851 -5.973
H -1.732 0.754 -5.590
H -1.965 2.261 -4.648
H -4.901 -0.487 -2.769
H -4.234 -1.728 -0.762
H -3.445 -3.285 0.337
H -2.765 -2.605 1.834
H -1.952 -3.943 1.035
H -0.795 0.651 -3.431
O -2.012 0.102 2.851
C -1.446 0.923 2.195
N -0.307 0.669 1.379
C -0.004 1.768 0.676
O 0.958 1.598 -0.140
C -0.870 2.894 1.024
C -0.930 4.207 0.606
C -1.931 5.002 1.162
C -2.828 4.484 2.089
C -2.765 3.150 2.502
C -1.773 2.371 1.958
H -0.236 4.606 -0.121
H -2.015 6.038 0.866
H -3.593 5.130 2.500
H -3.463 2.748 3.223
```

Gap between HOMO and LUMO (alpha / beta) (eV): 7.86 / 6.93
Energy above the lowest of the compared OMol25 structures with the same formula, charge and spin (kJ/mol): 66.4
E_tot (eV): -51949.851
Spin multiplicity: 2
HOMO (alpha / beta) (eV): -13.9 / -13.9
Total charge: +2

Results of the Mulliken charge analysis, in e, for atoms 1 through 4: atom 1 (Re): 2.231, atom 2 (C): -0.650, atom 3 (C): -0.754, atom 4 (N): -0.495